The following is a quantum chemistry calculation of one molecule with the formula C4H8N2 in a non-equilibrium geometry, from the Open Molecules 2025 dataset.

Calculated values
highest occupied orbital energy (spin up / spin down) = -5.988 / -6.098 eV
energy relative to the best compared isomer or geometry (same formula, charge and spin) = 475.9 kJ/mol
molecular weight = 84.12 g mol⁻¹

Element x y z (Å)
C1 -0.27309 1.26034 -0.15219
C2 -1.65726 0.69728 0.12376
C3 0.48091 0.00429 0.41561
C4 1.86760 -0.37223 0.10690
N1 -1.58643 -0.69472 -0.01684
N2 -0.32908 -1.06265 0.33555
H1 -0.37313 1.36988 -1.33718
H2 -0.19960 2.25225 0.24030
H3 -2.56808 1.18448 0.05118
H4 1.86938 -1.12080 -0.60547
H5 2.41985 -0.67497 0.93415
H6 2.51345 0.42417 -0.30758
H7 -2.22685 -1.34105 0.28655
H8 0.06234 -1.92626 -0.07475

***

The following is a quantum chemistry calculation of one molecule with the formula C4H8N2 in a non-equilibrium geometry, from the Open Molecules 2025 dataset.

Calculated values
highest occupied orbital energy = -8.243 eV
energy relative to the best compared isomer or geometry (same formula, charge and spin) = 263.8 kJ/mol
molecular weight = 84.12 g mol⁻¹
structure (SMILES) = C/C=C/C=N\N

Element x y z (Å)
C1 -1.10910 -0.44805 2.19953
C2 -0.69863 -0.68403 0.75819
C3 -0.02251 0.17108 -0.00185
C4 0.24049 -0.44266 -1.36475
N1 0.71974 0.17560 -2.31118
N2 1.29458 1.36627 -1.93148
H1 -2.09805 -0.94446 2.25239
H2 -0.40661 -0.85128 2.82686
H3 -1.30773 0.61272 2.23477
H4 -0.71242 -1.71895 0.28845
H5 0.36830 1.16054 0.34605
H6 0.00968 -1.47613 -1.48802
H7 2.03207 1.12584 -1.20218
H8 1.69019 1.95352 -2.60677

***

The following is a quantum chemistry calculation of one molecule with the formula C4H8N2, from the Open Molecules 2025 dataset.

Calculated values
highest occupied orbital energy = -8.365 eV
energy relative to the best compared isomer or geometry (same formula, charge and spin) = 180.3 kJ/mol
molecular weight = 84.12 g mol⁻¹

Element x y z (Å)
C1 -0.55604 -1.53925 0.38537
N1 -0.51603 -0.18662 0.86391
C2 -0.17715 0.60161 -0.33895
C3 0.46519 1.92626 0.04053
C4 0.62314 -0.30594 -1.28250
N2 0.38527 -1.49754 -0.78440
H1 -1.55595 -1.79756 0.01771
H2 -0.29555 -2.24019 1.18114
H3 0.74002 -2.32389 -1.25033
H4 0.27051 -0.10794 1.50787
H5 -1.11922 0.80036 -0.87850
H6 0.67305 2.52081 -0.85128
H7 -0.19302 2.49937 0.70465
H8 1.41431 1.75915 0.56468

***

The following is a quantum chemistry calculation of one molecule with the formula C4H8N2, from the Open Molecules 2025 dataset.

Calculated values
highest occupied orbital energy = -9.165 eV
energy relative to the best compared isomer or geometry (same formula, charge and spin) = 233.8 kJ/mol
molecular weight = 84.12 g mol⁻¹
structure (SMILES) = C1N[C@H]1[C@H]1CN1

Element x y z (Å)
C1 -1.26369 -1.30556 0.12184
N1 -0.96705 -0.68672 1.41070
C2 -1.10951 0.16819 0.24158
C3 0.10523 0.78512 -0.41889
C4 1.52524 0.98574 0.05865
N2 1.13667 -0.18565 -0.68666
H1 -2.25421 -1.73605 0.02076
H2 -0.45489 -1.84603 -0.36486
H3 0.02568 -0.81246 1.60153
H4 -2.01944 0.77008 0.22799
H5 -0.15900 1.54147 -1.15975
H6 1.85921 0.82832 1.08451
H7 2.12047 1.72051 -0.49423
H8 1.45529 -0.22695 -1.64317